{
  "formula": "C3H14NO2",
  "method": "ωB97M-V/def2-TZVPD",
  "homo_lumo_gap_ev": 11.7,
  "de_lowest_kcal_mol": 49.0,
  "e_homo_ev": -14.97,
  "energy_ev": -8915.6608,
  "charge": 1,
  "mol_weight_da": 96.15,
  "symbols": ["C", "C", "C", "N", "H", "H", "H", "H", "H", "H", "H", "H", "H", "H", "H", "H", "O", "H", "H", "O"],
  "xyz": [[-0.33546, -0.55273, 0.63450], [0.31657, -1.65987, 1.57930], [-0.37789, -3.11354, 1.32067], [0.57577, 0.52041, 0.28023], [-0.90178, -0.92659, -0.19706], [-1.13647, -0.07179, 1.25624], [0.01487, -1.32996, 2.55959], [1.44773, -1.64194, 1.38921], [-1.44216, -3.02339, 1.55987], [-0.37291, -3.21414, 0.26525], [0.27259, -3.83680, 1.73610], [0.91478, 1.03144, 1.14075], [1.47031, 0.32579, -0.30460], [0.06898, 1.13875, -0.43724], [0.95547, 3.43687, -1.52118], [1.16300, 2.31740, -2.61850], [1.37143, 2.64351, -1.80565], [-1.66343, 2.13528, -2.82499], [-1.18933, 3.35421, -1.94486], [-1.15208, 2.46708, -2.06761]]
}

***

{
  "formula": "C3H14NO2",
  "method": "ωB97M-V/def2-TZVPD",
  "homo_lumo_gap_ev": 11.4,
  "de_lowest_kcal_mol": 38.9,
  "e_homo_ev": -14.34,
  "energy_ev": -8916.0998,
  "charge": 1,
  "mol_weight_da": 96.15,
  "symbols": ["C", "C", "N", "C", "H", "H", "H", "H", "H", "H", "H", "H", "H", "H", "H", "H", "O", "H", "H", "O"],
  "xyz": [[-1.63013, -0.15372, 0.59053], [-1.00103, -1.29139, -0.22021], [0.53092, -1.04409, -0.20798], [1.21015, -2.16293, -0.91280], [-0.90451, 0.53214, 1.06840], [-2.45198, 0.43533, 0.01515], [-2.33340, -0.49288, 1.39311], [-1.30457, -2.33138, 0.30247], [-1.36087, -1.42802, -1.26159], [0.86819, -1.02195, 0.76281], [0.70906, -0.19159, -0.64950], [1.13137, -1.92076, -1.97669], [0.60858, -3.05752, -0.80675], [2.27659, -2.29287, -0.57038], [0.63645, 4.40810, -1.79689], [-0.76688, 4.04773, -1.43364], [0.17342, 3.75151, -1.20452], [1.94903, 1.25055, 2.42445], [0.60104, 1.89073, 2.31935], [1.05856, 1.07302, 2.16472]]
}

***

{
  "formula": "C3H14NO2",
  "method": "ωB97M-V/def2-TZVPD",
  "homo_lumo_gap_ev": 13.0,
  "de_lowest_kcal_mol": 18.6,
  "e_homo_ev": -15.93,
  "energy_ev": -8916.9773,
  "charge": 1,
  "mol_weight_da": 96.15,
  "symbols": ["C", "C", "C", "N", "H", "H", "H", "H", "H", "H", "H", "H", "H", "H", "H", "H", "O", "H", "H", "O"],
  "xyz": [[-0.12965, 0.09452, 1.93930], [-1.30204, 0.03110, 0.93471], [-1.25212, -1.03172, -0.06166], [-1.12698, 1.30733, 0.13348], [-0.31648, 0.93477, 2.67063], [0.89402, 0.33220, 1.46594], [-0.04310, -0.83276, 2.55749], [-2.29995, 0.02533, 1.44229], [-0.21939, -1.23901, -0.53598], [-1.47820, -2.01015, 0.36976], [-1.88995, -0.76721, -0.89821], [-1.11722, 2.23386, 0.60000], [-1.90703, 1.44102, -0.55714], [-0.13467, 1.21598, -0.40149], [1.64126, -2.16524, -0.80140], [2.91655, -1.54792, -1.54008], [1.93853, -1.44617, -1.36023], [1.38485, 0.12335, -1.32575], [2.00292, 1.54724, -1.33785], [1.13123, 1.07040, -1.07935]]
}

***

{
  "formula": "C3H14NO2S",
  "method": "ωB97M-V/def2-TZVPD",
  "homo_lumo_gap_ev": 10.1,
  "de_lowest_kcal_mol": 6.7,
  "e_homo_ev": -12.98,
  "energy_ev": -19752.5112,
  "charge": 1,
  "mol_weight_da": 128.22,
  "symbols": ["C", "C", "C", "S", "N", "H", "H", "H", "H", "H", "H", "H", "H", "H", "H", "H", "H", "O", "H", "H", "O"],
  "xyz": [[-0.91869, 1.09592, 1.37043], [0.10527, 0.03630, 1.00302], [-0.15070, -1.26826, 1.74994], [1.27773, -2.35533, 1.35222], [0.04794, -0.26336, -0.47762], [-1.90514, 0.63960, 1.31070], [-0.94841, 1.96523, 0.72303], [-0.64242, 1.44352, 2.36331], [1.11450, 0.37778, 1.19056], [-0.31225, -1.14352, 2.81252], [-1.03200, -1.73165, 1.30430], [0.95872, -3.39333, 2.13701], [-0.28453, -1.22058, -0.62132], [-0.58631, 0.35367, -0.98314], [0.96354, -0.30853, -0.92548], [0.52103, 2.98099, -0.79103], [-0.26809, 3.05713, -2.07839], [-0.20623, 2.54482, -1.25343], [0.52817, -0.33777, -3.82103], [1.09289, -1.62806, -3.36121], [0.64497, -0.84457, -3.00437]]
}

***

{
  "formula": "C3H14NO2S2",
  "method": "ωB97M-V/def2-TZVPD",
  "homo_lumo_gap_ev": 9.6,
  "de_lowest_kcal_mol": 23.8,
  "e_homo_ev": -12.47,
  "energy_ev": -30587.1639,
  "charge": 1,
  "mol_weight_da": 160.28,
  "symbols": ["N", "C", "C", "C", "S", "S", "H", "H", "H", "H", "H", "H", "H", "H", "H", "H", "H", "H", "O", "H", "H", "O"],
  "xyz": [[-0.63766, 1.38977, 0.80423], [0.02983, 0.88363, -0.56494], [-1.10091, 0.36677, -1.41589], [1.10563, -0.15375, -0.08565], [2.48714, 0.67778, 0.85695], [1.84046, 0.54674, 2.66044], [-1.37858, 2.13574, 0.61823], [-1.10204, 0.51992, 1.12419], [-0.04266, 1.68718, 1.51741], [0.56989, 1.66862, -1.19069], [-1.77530, 1.09358, -1.84725], [-0.64181, -0.16344, -2.21495], [-1.76195, -0.43181, -1.04977], [0.61044, -0.92230, 0.46388], [1.58589, -0.68893, -0.93492], [2.46861, -0.37540, 3.43712], [0.89986, -2.57745, -2.93581], [1.95589, -1.64851, -3.54932], [1.33357, -1.72843, -2.83291], [-2.84340, -0.59138, 2.02632], [-1.71354, -1.14049, 2.92362], [-1.88935, -0.54784, 2.18972]]
}

***

{
  "formula": "C3H14NO4",
  "method": "ωB97M-V/def2-TZVPD",
  "homo_lumo_gap_ev": [3.0, 11.0],
  "de_lowest_kcal_mol": 41.1,
  "multiplicity": 2,
  "e_homo_ev": [-2.57, -10.74],
  "energy_ev": -13013.9869,
  "charge": 0,
  "mol_weight_da": 128.15,
  "symbols": ["C", "O", "C", "C", "O", "N", "H", "H", "H", "H", "H", "H", "H", "H", "H", "H", "H", "H", "O", "H", "H", "O"],
  "xyz": [[0.84159, 1.46453, 0.08562], [0.39641, 1.60511, 1.44222], [0.37588, 0.08717, -0.40464], [1.11194, -0.13731, -1.75546], [1.99301, -1.22653, -1.69699], [0.82768, -0.89876, 0.62944], [1.94256, 1.49440, 0.06068], [0.48060, 2.42445, -0.29660], [-0.37907, 2.11415, 1.60303], [-0.71113, 0.03578, -0.39600], [0.37128, -0.23283, -2.54603], [1.64871, 0.79238, -1.95848], [1.86558, -1.81884, -2.43387], [0.09451, -1.32811, 1.22611], [1.44837, -1.61270, 0.22224], [1.50509, -0.47784, 1.30879], [-1.44170, -2.68669, 2.48414], [-1.92916, -3.17282, 1.09358], [-1.50065, -2.43135, 1.54743], [-3.22966, 2.63486, 0.34732], [-3.09567, 1.39877, -0.58946], [-2.61618, 1.97218, 0.02691]]
}

***

{
  "formula": "C3H14NO4",
  "method": "ωB97M-V/def2-TZVPD",
  "homo_lumo_gap_ev": 11.2,
  "de_lowest_kcal_mol": 27.0,
  "e_homo_ev": -14.32,
  "energy_ev": -13011.4582,
  "charge": 1,
  "mol_weight_da": 128.15,
  "symbols": ["C", "O", "C", "C", "O", "N", "H", "H", "H", "H", "H", "H", "H", "H", "H", "H", "H", "H", "O", "H", "H", "O"],
  "xyz": [[-0.72081, 1.10130, 2.01913], [-2.09151, 1.02801, 2.45120], [-0.55828, 0.95872, 0.51180], [0.83791, 1.46538, 0.18098], [1.73312, 0.76749, 1.05286], [-0.45656, -0.52745, 0.14874], [-0.35209, 0.31664, 2.67021], [-0.27144, 2.05858, 2.29790], [-2.58285, 1.77732, 2.09470], [-1.38131, 1.35581, -0.07262], [1.15687, 1.42984, -0.86805], [0.99890, 2.52942, 0.38378], [2.60736, 0.77043, 0.65508], [-0.97297, -1.10846, 0.80818], [-0.84176, -0.63596, -0.81619], [0.52045, -0.82078, 0.14529], [1.57081, -2.88903, -1.27162], [1.84924, -2.52939, -2.73167], [1.32779, -2.26102, -1.96437], [-0.34973, -2.12269, -2.24484], [-0.90699, -1.18244, -3.17453], [-1.11613, -1.48173, -2.27595]]
}

***

{
  "formula": "C3H14NO4",
  "method": "ωB97M-V/def2-TZVPD",
  "homo_lumo_gap_ev": 11.2,
  "de_lowest_kcal_mol": 63.6,
  "e_homo_ev": -14.11,
  "energy_ev": -13009.8694,
  "charge": 1,
  "mol_weight_da": 128.15,
  "symbols": ["C", "O", "C", "C", "O", "N", "H", "H", "H", "H", "H", "H", "H", "H", "H", "H", "H", "H", "O", "H", "H", "O"],
  "xyz": [[1.22164, 0.31664, -0.62067], [1.55577, 0.32743, 0.76005], [-0.16711, -0.50589, -0.52201], [0.12359, -1.73704, -1.52791], [-1.02032, -2.60292, -1.24868], [-0.45213, -0.92962, 0.83340], [2.08104, 0.06193, -1.22443], [0.90240, 1.31129, -0.99590], [2.42359, 0.95652, 0.85091], [-0.94156, 0.18459, -0.79128], [0.07179, -1.54401, -2.57501], [1.08658, -2.22865, -1.23223], [-1.64569, -2.38143, -1.94606], [0.35476, -0.84627, 1.61331], [-1.05836, -0.22750, 1.26401], [-0.91309, -1.72062, 1.04878], [-3.47776, -0.66472, 2.85791], [-3.78476, -0.40417, 1.42705], [-3.07232, -0.33981, 2.04174], [1.68293, 4.83302, -0.26970], [2.77463, 4.13068, 0.56203], [2.25436, 4.01056, -0.30531]]
}

***

{
  "formula": "C3H14O3S",
  "method": "ωB97M-V/def2-TZVPD",
  "homo_lumo_gap_ev": 8.8,
  "smiles": "CCSC.O.O.O",
  "de_lowest_kcal_mol": 20.0,
  "e_homo_ev": -8.24,
  "energy_ev": -20315.3676,
  "charge": 0,
  "mol_weight_da": 130.21,
  "symbols": ["C", "C", "S", "C", "H", "H", "H", "H", "H", "H", "H", "H", "O", "H", "H", "O", "H", "H", "O", "H", "H"],
  "xyz": [[1.38349, -1.45159, -1.13675], [0.12691, -1.23677, -0.23900], [-0.89919, 0.12663, -0.93007], [-1.61101, 0.73057, 0.62367], [2.06150, -2.19680, -0.70943], [1.95408, -0.52570, -1.04427], [0.97009, -1.59348, -2.12030], [0.38426, -1.03262, 0.80044], [-0.51284, -2.11287, -0.19821], [-1.14362, 0.26407, 1.48246], [-1.42311, 1.79907, 0.70553], [-2.67184, 0.52410, 0.60195], [-3.68682, -1.44317, -0.18238], [-4.16341, -0.99366, -0.86801], [-4.08169, -1.12552, 0.63174], [2.43919, 0.72768, 1.89461], [2.38799, 0.71410, 0.92162], [3.10464, 1.42810, 2.02453], [2.13981, 2.30371, -0.72291], [1.47782, 2.40751, -0.00652], [1.76375, 2.68663, -1.52869]]
}

***

{
  "formula": "C3H14O3S",
  "method": "ωB97M-V/def2-TZVPD",
  "homo_lumo_gap_ev": 9.4,
  "smiles": "CCCS.O.O.O",
  "de_lowest_kcal_mol": 27.8,
  "e_homo_ev": -9.04,
  "energy_ev": -20315.0289,
  "charge": 0,
  "mol_weight_da": 130.21,
  "symbols": ["C", "C", "C", "S", "H", "H", "H", "H", "H", "H", "H", "H", "O", "H", "H", "O", "H", "H", "O", "H", "H"],
  "xyz": [[-1.19179, 1.01290, -1.61752], [-1.72675, -0.31080, -1.11046], [-1.04208, -0.81234, 0.18740], [-2.24693, -1.84423, 1.23654], [-1.71766, 1.22040, -2.54437], [-0.11790, 1.02280, -1.65164], [-1.41964, 1.77337, -0.83901], [-2.79704, -0.39249, -0.94063], [-1.60889, -1.16553, -1.82018], [-0.79527, -0.04327, 0.91101], [-0.24875, -1.52676, 0.05432], [-1.64524, -1.69585, 2.44811], [1.84304, -0.34235, 2.15772], [2.13631, -0.49921, 1.23285], [1.95083, -1.12640, 2.69133], [1.41996, 2.11175, 0.60649], [0.83047, 1.79866, -0.06444], [1.85540, 1.47604, 1.19463], [2.25900, -0.35926, -0.41751], [1.38789, 0.02487, -0.55294], [2.87506, -0.32231, -1.16169]]
}

***

{
  "formula": "C3H14O4",
  "method": "ωB97M-V/def2-TZVPD",
  "homo_lumo_gap_ev": 11.3,
  "smiles": "CC(C)O.O.O.O",
  "de_lowest_kcal_mol": 17.1,
  "e_homo_ev": -10.58,
  "energy_ev": -11527.8689,
  "charge": 0,
  "mol_weight_da": 114.14,
  "symbols": ["C", "C", "C", "O", "H", "H", "H", "H", "H", "H", "H", "H", "O", "H", "H", "O", "H", "H", "O", "H", "H"],
  "xyz": [[3.17552, -0.69072, -0.14935], [1.85234, -0.86503, -0.95567], [1.42953, 0.40510, -1.60621], [0.84363, -1.24820, 0.05551], [3.20560, -1.68285, 0.27548], [3.00582, -0.13210, 0.79566], [4.05219, -0.38015, -0.71157], [1.86382, -1.79932, -1.50932], [0.30396, 0.51991, -1.60876], [1.78742, 0.45227, -2.63122], [1.73989, 1.30190, -1.03585], [1.02901, -0.57257, 0.72241], [-0.63486, 1.94904, 1.22672], [-1.56365, 1.69032, 1.31419], [-0.52549, 2.74423, 1.75586], [-2.22036, -1.32120, 0.50878], [-1.25715, -1.29634, 0.41208], [-2.35560, -1.30525, 1.45991], [-3.41819, 1.26242, 0.40608], [-3.25298, 1.67335, -0.44779], [-3.21999, 0.31958, 0.29777]]
}